Formula: C28H31BiClN7O5P
Source: OMol25
Level of theory: ωB97M-V/def2-TZVPD

Computed properties:
* HOMO energy: -16.84 eV
* M: 821.007 u
* E_tot: -2860.34773 a.u.
* relative energy (zero: lowest compared OMol25 entry of this formula, charge and spin): 7.7 kJ/mol

The geometry in ORCA input format:
```
! wB97M-V def2-TZVPD RIJCOSX def2/J DEFGRID3
* xyz 3 1
Bi -0.2100 -0.7095 2.0055
O -3.3974 -2.7954 -2.6952
C -4.0496 -1.7775 -2.1508
O -5.0249 -1.2956 -2.6448
C -3.4862 -1.1854 -0.8883
C -4.0407 -0.0851 -0.2188
Cl -5.4674 0.7440 -0.5114
N -3.2395 0.2311 0.8206
N -2.2000 -0.6179 0.8549
C -2.3373 -1.4697 -0.1574
C -1.2255 -2.4513 -0.2910
O -1.1240 -3.2439 -1.1855
O -0.3176 -2.3671 0.6909
C -3.2548 1.3179 1.7612
C -3.0309 1.0120 3.1003
C -2.9600 2.0414 4.0297
C -3.1291 3.3574 3.6189
C -3.3806 3.6411 2.2830
C -3.4373 2.6235 1.3397
H -2.6086 -3.0767 -2.1958
H -3.0338 -0.0215 3.4336
H -2.8236 1.8116 5.0779
H -3.0982 4.1580 4.3454
H -3.5497 4.6630 1.9699
H -3.6435 2.8448 0.3018
C 4.7717 -4.1583 1.6845
N 5.0790 -2.6607 1.4444
C 5.1275 -2.4242 -0.0799
N 3.9191 -2.8551 -0.6890
C 3.6786 -4.2759 -0.4206
N 3.5768 -4.5257 1.0165
C 2.3645 -3.9752 1.6075
P 2.3480 -2.1239 1.4239
C 4.0492 -1.7830 2.0953
C 2.7626 -2.0206 -0.3823
H 4.7040 -4.3027 2.7619
H 5.6261 -4.7068 1.2896
H 5.9967 -2.4473 1.8424
H 5.9758 -2.9999 -0.4482
H 5.3074 -1.3608 -0.2328
H 4.5069 -4.8575 -0.8249
H 2.7601 -4.5896 -0.9122
H 2.2954 -4.2513 2.6607
H 1.4897 -4.3759 1.0955
H 4.0746 -1.9621 3.1708
H 4.3231 -0.7424 1.9163
H 2.9553 -0.9822 -0.6566
H 1.9006 -2.3708 -0.9518
C -0.6997 4.3140 -2.1617
N -0.3138 3.5282 -0.9863
N -0.2880 2.1602 -0.9753
C 0.2814 1.7682 0.1887
O 0.4722 0.4771 0.4130
C 0.5765 2.8962 0.9386
C 0.1934 3.9864 0.1625
C 0.3165 5.4415 0.4438
C -0.8347 1.3446 -2.0253
C -0.0340 0.3799 -2.6186
C -0.5678 -0.4088 -3.6277
C -1.8768 -0.2146 -4.0529
C -2.6630 0.7642 -3.4586
C -2.1488 1.5396 -2.4291
H -0.5887 3.7060 -3.0538
H -0.0310 5.1673 -2.2307
H -1.7281 4.6586 -2.0742
H 1.0345 2.9361 1.9123
H 0.6466 5.5947 1.4677
H -0.6360 5.9533 0.3042
H 1.0469 5.9061 -0.2210
H 0.9989 0.2674 -2.3154
H 0.0493 -1.1584 -4.1051
H -2.2850 -0.8246 -4.8475
H -3.6815 0.9179 -3.7902
H -2.7617 2.3015 -1.9626
*
```

***

Formula: C4H2F2O
Source: OMol25
Level of theory: ωB97M-V/def2-TZVPD

Computed properties:
* HOMO energy (spin up / spin down): -9.74 / -9.74 eV
* M: 104.055 u
* E_tot: -428.36081 a.u.
* relative energy (zero: lowest compared OMol25 entry of this formula, charge and spin): 506.8 kJ/mol

The geometry in ORCA input format:
```
! wB97M-V def2-TZVPD RIJCOSX def2/J DEFGRID3
* xyz 0 1
C -2.7296 0.3388 -0.6103
C -1.5753 0.6421 -0.5815
C 0.8867 0.7931 0.1599
C 1.3310 -0.6197 0.3899
O 1.3949 1.8417 0.2298
F 2.5986 -0.8037 -0.0379
F 0.5678 -1.5160 -0.2556
H -3.7585 0.1592 -0.7676
H 1.2844 -0.8356 1.4732
*
```

***

Formula: C4H10F2N
Source: OMol25
Level of theory: ωB97M-V/def2-TZVPD

Computed properties:
* HOMO energy (spin up / spin down): -17.59 / -14.49 eV
* M: 110.127 u
* E_tot: -412.40452 a.u.
* relative energy (zero: lowest compared OMol25 entry of this formula, charge and spin): 463.0 kJ/mol

The geometry in ORCA input format:
```
! wB97M-V def2-TZVPD RIJCOSX def2/J DEFGRID3
* xyz 1 1
C -0.9517 0.8150 -0.2456
C 1.3318 0.9190 0.1222
C 0.3600 -0.9269 -1.0811
C 0.0791 -0.8271 1.2639
N 0.1786 -0.0263 0.0391
F 0.1025 -0.2754 2.4063
F -2.5105 -1.3418 1.0638
H -1.2480 1.5579 0.5798
H -0.6668 1.3494 -1.2630
H -1.9354 0.3713 -0.2754
H 2.3198 0.4156 0.4017
H 1.3442 1.3964 -0.9161
H 1.0896 1.7502 0.7819
H -0.4760 -1.5317 -1.0844
H 0.3142 -0.2985 -2.0380
H 1.2873 -1.5463 -1.0301
H -0.6188 -1.8008 1.2749
*
```